[1]
Computed, not measured: a structure of composition C28H29N7O2PSV, with ωB97M-V/def2-TZVPD.

Output
Electronic energy   -89818.920 eV
Relative energy (zero: lowest compared OMol25 entry of this formula, charge and spin)   0.847 eV
Gap between HOMO and LUMO (alpha / beta)   5.382 / 5.807 eV
⟨S²⟩   0.777

Structure (ORCA input):
```
! RIJCOSX wB97M-V def2-TZVPD def2/J DEFGRID3
* xyz 3 2
V 0.3057 0.2279 -0.2775
S 2.9537 -5.4373 -4.2825
N 1.4440 -5.0360 -3.9194
C 1.5037 -3.9619 -3.1491
C 0.3724 -3.2594 -2.5871
C -0.9691 -3.6142 -2.7909
C -1.9681 -2.8640 -2.2029
C -1.6273 -1.7694 -1.4202
N -0.3488 -1.4271 -1.2133
C 0.6481 -2.1561 -1.7844
C 2.0035 -1.7217 -1.5156
N 2.1440 -0.6159 -0.7347
C 3.3753 -0.1872 -0.4335
C 4.5151 -0.8261 -0.9003
C 4.3827 -1.9283 -1.7218
C 3.1012 -2.3954 -2.0447
C 2.8327 -3.5429 -2.8817
N 3.7431 -4.2905 -3.4845
H -1.2002 -4.4713 -3.4122
H -3.0119 -3.1075 -2.3458
H -2.3821 -1.1444 -0.9595
H 3.4507 0.6940 0.1922
H 5.4895 -0.4504 -0.6204
H 5.2492 -2.4453 -2.1169
C -1.2296 -0.5453 4.7483
N -1.8058 -1.4539 3.7522
C -1.1634 -2.7661 3.8496
N 0.2899 -2.6770 3.6829
C 0.8398 -1.7491 4.6773
N 0.2213 -0.4250 4.5925
C 0.6039 0.3071 3.4136
P -0.0030 -0.6629 1.9224
C -1.7992 -0.9142 2.4225
C 0.6851 -2.3536 2.3357
H -1.4387 -0.9429 5.7400
H -1.6951 0.4370 4.6669
H -1.5819 -3.4387 3.1000
H -1.3716 -3.1809 4.8345
H 1.9187 -1.6623 4.5455
H 0.6475 -2.1560 5.6687
H 1.6891 0.4147 3.3678
H 0.1520 1.3003 3.4139
H -2.2763 -1.6060 1.7257
H -2.3193 0.0443 2.3848
H 1.7736 -2.3354 2.2525
H 0.2905 -3.0900 1.6322
C 3.8241 1.6372 -4.6306
C 2.5279 1.6699 -3.8825
C 2.4786 2.0891 -2.5539
C 1.2848 2.1749 -1.8519
C 1.3246 2.7749 -0.4562
C 0.0893 1.8363 -2.5397
C 0.0983 1.4405 -3.8944
C -1.1664 1.1596 -4.6536
C 1.3310 1.3385 -4.5206
C -1.2162 1.9380 -1.8745
O -2.2851 2.2933 -2.1359
O -1.0179 1.2278 -0.5118
H 4.6810 1.5804 -3.9617
H 3.9268 2.5548 -5.2158
H 3.8572 0.8074 -5.3354
H 3.3970 2.4061 -2.0729
H 2.3269 3.1366 -0.2391
H 1.0626 2.1104 0.4060
H 0.6269 3.6061 -0.3448
H -1.8605 0.5294 -4.0954
H -0.9434 0.6763 -5.6013
H -1.6899 2.0928 -4.8702
H 1.3586 1.0281 -5.5587
*
```

natural (NBO) atomic charge list, values in e, 4 entries:
1 V 1.500
2 S 1.105
3 N -0.563
4 C 0.073

[2]
Computed, not measured: a structure of composition C28H30BCl2CoN10O4S, with ωB97M-V/def2-TZVPD.

Output
Electronic energy   -126779.624 eV
Relative energy (zero: lowest compared OMol25 entry of this formula, charge and spin)   0.000 eV
Gap between HOMO and LUMO (alpha / beta)   7.693 / 5.411 eV
⟨S²⟩   6.012

Structure (ORCA input):
```
! RIJCOSX wB97M-V def2-TZVPD def2/J DEFGRID3
* xyz 2 5
Co 0.0463 -0.4091 0.2017
C -0.7291 2.8284 3.1367
C -0.0794 1.8479 2.3918
N -0.6988 1.2365 1.3899
C -1.9611 1.6004 1.1070
C -2.5884 2.5754 1.8677
N -1.9768 3.1836 2.8798
C -2.5835 0.9349 -0.0658
C -3.8383 1.2232 -0.5700
C -4.2852 0.5739 -1.7249
C -3.4136 -0.3327 -2.3361
C -2.1727 -0.5703 -1.7750
N -1.7945 0.0392 -0.6544
C -1.1268 -1.4540 -2.3527
C -1.2876 -2.1718 -3.5292
N -0.3113 -2.9120 -4.0442
C 0.8372 -2.9403 -3.3885
C 1.0197 -2.2359 -2.2025
N 0.0407 -1.5008 -1.6895
C -5.6309 0.8539 -2.2954
C -6.0856 0.2058 -3.4423
C -7.3489 0.5011 -3.9312
N -8.1741 1.3776 -3.3694
C -7.7398 1.9954 -2.2764
C -6.4958 1.7738 -1.7058
H -0.2213 3.3278 3.9525
H 0.9429 1.5562 2.5956
H -3.6058 2.8849 1.6666
H -4.4589 1.9566 -0.0819
H -3.6977 -0.8309 -3.2483
H -2.2191 -2.1555 -4.0800
H 1.6407 -3.5341 -3.8063
H 1.9581 -2.2608 -1.6631
H -5.4950 -0.5261 -3.9736
H -7.7131 0.0032 -4.8226
H -8.4209 2.7090 -1.8269
H -6.2409 2.3294 -0.8153
C 6.2612 -7.1615 3.2452
C 5.9115 -6.1391 2.1683
S 5.3559 -4.6324 2.9236
O 3.9686 -4.7721 3.3130
O 6.3212 -4.1871 3.8899
C 5.3351 -3.4175 1.6071
C 4.9897 -2.0826 2.2711
N 4.0158 -1.3066 1.4884
C 2.6859 -1.3290 1.7091
N 2.0507 -0.5650 0.8151
C 3.0107 -0.0263 -0.0087
C 4.2146 -0.4904 0.3955
N 5.4969 -0.2185 -0.2109
O 6.4384 -0.9010 0.1432
O 5.5067 0.6383 -1.0650
C 2.0286 -2.0578 2.8266
H 6.5919 -8.0804 2.7654
H 5.3948 -7.3901 3.8643
H 7.0607 -6.7908 3.8827
H 5.0978 -6.4814 1.5281
H 6.7774 -5.8881 1.5531
H 4.5529 -3.7383 0.9176
H 6.2912 -3.3691 1.0911
H 5.8784 -1.4862 2.4369
H 4.5145 -2.2468 3.2338
H 2.7946 0.6568 -0.8114
H 2.6169 -2.0099 3.7401
H 1.9003 -3.1160 2.5914
H 1.0590 -1.6071 3.0181
B -2.1684 -4.0153 2.5695
C -1.4307 -2.8731 1.8185
N -0.8745 -2.0361 1.2609
H -3.2219 -3.6487 3.0489
H -2.0656 -4.3061 3.8243
H -1.7158 -5.1049 2.3602
Cl 0.4636 1.8216 -1.9466
C 1.6347 3.1634 -2.2143
Cl 2.6338 3.4256 -0.7974
H 1.0474 4.0491 -2.4196
H 2.2551 2.8788 -3.0542
*
```

natural (NBO) atomic charge list, values in e, 4 entries:
1 Co 1.501
2 C 0.026
3 C 0.031
4 N -0.506

[3]
Computed, not measured: a structure of composition C28H30Br2FN3ORe, with ωB97M-V/def2-TZVPD.

Output
Electronic energy   -180960.238 eV
Relative energy (zero: lowest compared OMol25 entry of this formula, charge and spin)   1.442 eV
Gap between HOMO and LUMO (alpha / beta)   7.034 / 5.648 eV
⟨S²⟩   3.776

Structure (ORCA input):
```
! RIJCOSX wB97M-V def2-TZVPD def2/J DEFGRID3
* xyz 2 4
Re 0.1209 -0.0214 0.0090
C 3.3717 -2.1717 -0.1332
C 3.0714 -1.2144 -1.2585
C 4.0581 -1.2283 -2.2696
C 3.9863 -0.4491 -3.3811
C 2.8834 0.4030 -3.5314
C 2.6613 1.2759 -4.6348
Br 3.9009 1.3445 -6.0330
C 1.5506 2.0689 -4.6906
C 0.5987 2.0346 -3.6476
Br -0.9023 3.1412 -3.7780
C 0.8130 1.1979 -2.5895
O -0.0174 1.0635 -1.5183
C 1.9336 0.3773 -2.5027
N 1.9933 -0.4040 -1.3674
H 4.3007 -2.6802 -0.3716
H 2.5954 -2.9245 -0.0213
H 3.5042 -1.6596 0.8153
H 4.8960 -1.8947 -2.1320
H 4.7592 -0.4833 -4.1371
H 1.3855 2.7294 -5.5296
C -6.6504 2.0030 1.0421
C -5.5534 3.0736 0.9222
C -5.9129 4.0400 -0.2050
C -5.4389 3.8535 2.2423
C -4.2320 2.3762 0.6645
C -3.4453 2.5871 -0.4563
C -2.2536 1.9185 -0.6234
N -1.7682 1.0257 0.2709
C -2.5364 0.8078 1.3734
C -3.7293 1.4504 1.5836
C -1.9855 -0.1745 2.3027
C -2.6185 -0.5384 3.4721
C -2.0581 -1.4844 4.3233
C -0.8391 -2.0181 3.9090
C -0.2524 -1.6177 2.7360
N -0.8054 -0.6928 1.9103
C -2.7082 -1.9262 5.6210
C -4.0343 -1.2108 5.8703
C -2.9611 -3.4411 5.5451
C -1.7436 -1.6147 6.7772
H -7.6089 2.4918 1.2173
H -6.4730 1.3230 1.8772
H -6.7367 1.4127 0.1284
H -6.8661 4.5147 0.0251
H -6.0283 3.5298 -1.1637
H -5.1734 4.8357 -0.3166
H -6.3796 4.3694 2.4352
H -4.6477 4.6038 2.1978
H -5.2455 3.1975 3.0929
H -3.7412 3.2802 -1.2299
H -1.6611 2.0980 -1.4957
H -4.2915 1.2337 2.4780
H -3.5611 -0.0828 3.7257
H -0.3250 -2.7614 4.5017
H 0.6858 -2.0436 2.4373
H -4.7698 -1.4204 5.0899
H -3.9094 -0.1291 5.9611
H -4.4565 -1.5640 6.8107
H -3.6612 -3.6892 4.7454
H -3.3933 -3.7775 6.4877
H -2.0427 -4.0069 5.3853
H -1.5636 -0.5421 6.8687
H -0.7821 -2.1156 6.6606
H -2.1836 -1.9635 7.7117
F 1.3140 -1.1856 0.8537
*
```

natural (NBO) atomic charge list, values in e, 4 entries:
1 Re 1.970
2 C -0.648
3 C 0.339
4 C -0.254